Entry 1:
C40H37N4O2OsTe | wB97M-V/def2-TZVPD

Geometry as ORCA input:
```
! RIJCOSX wB97M-V def2-TZVPD def2/J DEFGRID3
* xyz 1 1
Os -0.457 -0.403 -0.209
C 5.179 -1.094 3.908
C 4.196 -0.776 2.816
C 4.580 -0.096 1.668
C 3.693 0.181 0.627
C 4.254 0.861 -0.588
O 4.866 1.898 -0.458
C 4.181 0.164 -1.906
C 3.743 -1.152 -2.021
C 3.769 -1.789 -3.253
C 4.228 -1.112 -4.374
C 4.668 0.202 -4.265
C 4.649 0.838 -3.035
C 2.358 -0.174 0.766
O 1.439 0.140 -0.155
C 1.953 -0.855 1.920
C 2.865 -1.175 2.913
C 0.521 -1.198 2.002
N -0.430 -0.273 1.948
C -0.106 1.137 2.265
C -1.316 1.883 2.818
Te -3.218 1.283 2.007
C -3.732 3.123 1.096
C -3.559 4.347 1.737
C -3.954 5.523 1.116
C -4.559 5.488 -0.134
C -4.751 4.270 -0.770
C -4.323 3.094 -0.166
C 0.121 -2.590 2.299
C 0.948 -3.660 1.955
C 0.579 -4.955 2.278
C -0.601 -5.190 2.971
C -1.417 -4.128 3.338
C -1.064 -2.833 2.998
H 6.118 -0.564 3.756
H 5.401 -2.163 3.939
H 4.787 -0.811 4.885
H 5.608 0.225 1.551
H 3.400 -1.688 -1.145
H 3.441 -2.818 -3.338
H 4.254 -1.612 -5.334
H 5.037 0.724 -5.138
H 5.007 1.853 -2.922
H 2.526 -1.721 3.788
H 0.296 1.671 1.402
H 0.690 1.131 3.014
H -1.228 2.951 2.622
H -1.393 1.749 3.894
H -3.135 4.387 2.733
H -3.815 6.470 1.623
H -4.886 6.406 -0.604
H -5.229 4.232 -1.741
H -4.470 2.147 -0.674
H 1.873 -3.476 1.424
H 1.218 -5.782 1.999
H -0.879 -6.202 3.236
H -2.324 -4.310 3.898
H -1.683 -1.994 3.287
C -1.225 4.631 -1.878
C -0.756 3.235 -2.087
C 0.031 2.666 -3.073
C 0.165 1.315 -2.748
N -0.528 1.068 -1.630
N -1.066 2.253 -1.231
C 0.902 0.241 -3.458
H -0.575 5.147 -1.171
H -2.241 4.646 -1.483
H -1.204 5.178 -2.818
H 0.462 3.172 -3.920
H -1.755 2.259 -0.486
H 0.549 0.162 -4.487
H 0.762 -0.717 -2.959
H 1.970 0.456 -3.484
N -1.866 -1.255 -0.572
C -2.825 -2.220 -0.844
C -3.348 -2.298 -2.134
C -4.331 -3.236 -2.401
C -4.782 -4.077 -1.393
C -4.253 -3.987 -0.113
C -3.270 -3.056 0.176
H -2.982 -1.631 -2.903
H -4.745 -3.310 -3.397
H -5.551 -4.807 -1.607
H -4.609 -4.646 0.668
H -2.845 -2.973 1.164
*
```

Computed properties:
LUMO (hartree): -0.1297
ΔE to the lowest compared entry with this formula, charge and spin (eV): 0.0000
Gap between HOMO and LUMO (eV): 6.606
Maximum force (eV Å⁻¹): 0.770
HOMO level (eV): -10.14

Atom charges from the Mulliken analysis, given in e for atoms 1 to 5:
1 Os 0.90
2 C -1.62
3 C 0.33
4 C -0.81
5 C 1.21


Entry 2:
C19H66B3BrF3NO20S | wB97M-V/def2-TZVPD

Geometry as ORCA input:
```
! RIJCOSX wB97M-V def2-TZVPD def2/J DEFGRID3
* xyz 0 1
C -2.199 -2.030 -0.658
C -0.810 -2.750 -0.937
N -0.151 -2.425 -2.030
C -0.120 -3.815 0.029
B 0.862 -2.993 1.007
O 0.415 -2.541 2.323
B 0.770 -1.153 2.332
Br -0.475 0.375 2.513
O 2.202 -0.865 2.147
B 2.425 -1.295 0.787
S 2.935 0.038 -0.438
O 2.133 1.296 -0.174
O 4.390 0.427 -0.295
C 2.709 -0.439 -2.239
F 1.496 0.097 -2.698
F 2.774 -1.808 -2.453
F 3.753 0.131 -2.971
O 2.205 -2.673 0.507
H -1.972 -1.052 -0.104
H -2.920 -2.645 -0.036
H -2.625 -1.733 -1.675
H -0.711 -1.729 -2.562
H -0.884 -4.466 0.567
H 0.538 -4.481 -0.635
C 3.814 1.510 3.740
O 4.673 2.399 3.040
H 3.832 1.767 4.800
H 2.795 1.608 3.359
H 4.164 0.483 3.611
H 4.641 2.151 2.107
C -4.079 1.652 0.782
O -4.098 0.389 0.135
H -3.115 1.783 1.274
H -4.218 2.444 0.042
H -4.877 1.692 1.529
H -4.959 0.301 -0.290
C 0.406 -5.952 4.254
O -0.830 -5.427 3.786
H 0.328 -7.036 4.314
H 1.206 -5.687 3.558
H 0.626 -5.549 5.247
H -0.733 -4.467 3.742
C 7.177 4.383 1.421
O 6.581 5.346 2.279
H 8.213 4.666 1.240
H 7.150 3.400 1.898
H 6.639 4.353 0.470
H 5.667 5.072 2.424
C -2.800 2.681 -2.709
O -4.021 1.954 -2.739
H -2.349 2.571 -1.726
H -2.118 2.285 -3.468
H -2.998 3.737 -2.899
H -4.399 2.069 -3.618
C -4.940 -2.851 -3.173
O -4.089 -1.949 -3.869
H -4.919 -2.606 -2.111
H -5.961 -2.756 -3.547
H -4.585 -3.873 -3.315
H -4.125 -2.189 -4.805
C -2.577 5.768 -0.298
O -2.005 4.566 -0.801
H -3.629 5.592 -0.077
H -2.059 6.065 0.618
H -2.491 6.558 -1.048
H -1.076 4.750 -0.988
C -4.027 0.265 4.599
O -2.782 -0.417 4.640
H -4.074 0.853 3.682
H -4.847 -0.458 4.605
H -4.113 0.933 5.460
H -2.765 -0.929 5.458
C 2.556 -9.059 2.410
O 2.006 -8.683 3.666
H 2.519 -8.200 1.740
H 3.595 -9.371 2.540
H 1.973 -9.877 1.981
H 2.050 -9.457 4.239
C 0.030 7.663 2.475
O -1.208 8.181 2.004
H -0.045 6.578 2.538
H 0.831 7.931 1.781
H 0.247 8.068 3.467
H -1.116 9.140 1.958
C -5.779 -6.353 -4.178
O -6.376 -5.400 -3.310
H -4.745 -6.061 -4.363
H -5.796 -7.341 -3.710
H -6.321 -6.381 -5.126
H -7.287 -5.680 -3.162
C 10.697 3.938 2.480
O 10.099 2.994 1.601
H 10.548 4.938 2.073
H 10.227 3.875 3.465
H 11.768 3.738 2.565
H 10.243 2.120 1.982
C -1.755 -2.116 -7.147
O -2.976 -2.844 -7.181
H -1.298 -2.238 -6.165
H -1.077 -2.500 -7.913
H -1.955 -1.056 -7.324
H -3.357 -2.718 -8.057
C 4.117 -3.276 -4.636
O 4.679 -4.482 -5.138
H 3.063 -3.443 -4.419
H 4.633 -2.984 -3.719
H 4.212 -2.486 -5.386
H 5.609 -4.309 -5.321
C -5.037 8.846 2.192
O -4.466 7.649 1.689
H -6.090 8.668 2.413
H -4.522 9.145 3.109
H -4.954 9.639 1.444
H -3.535 7.834 1.503
*
```

Computed properties:
LUMO (hartree): -0.0408
ΔE to the lowest compared entry with this formula, charge and spin (eV): 2.4643
Gap between HOMO and LUMO (eV): 8.439
Maximum force (eV Å⁻¹): 7.560
HOMO level (eV): -9.55

Atom charges from the Mulliken analysis, given in e for atoms 1 to 5:
1 C -0.71
2 C 0.54
3 N -0.52
4 C -0.49
5 B 0.01


Entry 3:
C2Br2F2O | wB97M-V/def2-TZVPD

Geometry as ORCA input:
```
! RIJCOSX wB97M-V def2-TZVPD def2/J DEFGRID3
* xyz 0 1
C 2.457 0.314 1.159
C -1.168 -0.055 -0.381
O 3.173 0.335 0.267
F -0.884 0.974 -1.138
F -1.834 -0.891 -1.155
Br -2.216 0.393 1.072
Br 0.471 -1.069 0.175
*
```

Computed properties:
LUMO (hartree): -0.0040
ΔE to the lowest compared entry with this formula, charge and spin (eV): 0.6810
Gap between HOMO and LUMO (eV): 10.569
Maximum force (eV Å⁻¹): 2.447
HOMO level (eV): -10.68

Atom charges from the Mulliken analysis, given in e for atoms 1 to 5:
1 C 0.13
2 C 0.39
3 O -0.17
4 F -0.13
5 F -0.14


Entry 4:
C2H16B3Be2Cl4 | wB97M-V/def2-TZVPD

Geometry as ORCA input:
```
! RIJCOSX wB97M-V def2-TZVPD def2/J DEFGRID3
* xyz 1 1
Be 2.022 1.888 -1.337
Be -0.819 -0.700 2.823
B 1.058 2.364 2.211
H 0.845 2.540 3.254
H 1.522 3.236 1.778
H 1.726 1.522 2.114
H 0.139 2.166 1.680
B -4.169 0.904 2.816
H -3.641 1.070 3.742
H -3.674 1.306 1.946
H -4.196 -0.166 2.681
H -5.143 1.364 2.881
B 0.008 -1.252 -0.652
H -0.711 -0.452 -0.566
H 0.808 -1.144 0.064
H -0.504 -2.168 -0.400
H 0.374 -1.335 -1.664
C -1.219 1.790 -6.819
Cl -0.853 1.888 -5.069
Cl -2.772 2.557 -7.130
H -0.472 2.410 -7.315
H -1.172 0.772 -7.207
C 4.234 -4.248 2.051
Cl 4.691 -2.801 1.125
Cl 2.621 -4.035 2.794
H 4.298 -5.106 1.383
H 4.999 -4.369 2.818
*
```

Computed properties:
LUMO (hartree): -0.3626
Gap between HOMO and LUMO (eV): 3.214
Maximum force (eV Å⁻¹): 5.400
HOMO level (eV): -13.08

Atom charges from the Mulliken analysis, given in e for atoms 1 to 5:
1 Be 0.98
2 Be 0.90
3 B -0.12
4 H -0.02
5 H -0.06


Entry 5:
CH8NO2 | wB97M-V/def2-TZVPD

Geometry as ORCA input:
```
! RIJCOSX wB97M-V def2-TZVPD def2/J DEFGRID3
* xyz 1 1
C 0.155 -0.231 1.546
N -0.245 -0.044 0.340
H 0.659 -1.170 1.772
H -0.078 0.463 2.344
H -0.505 0.955 0.178
H 0.366 -0.541 -0.349
H -0.394 2.914 -1.301
H -1.860 2.521 -0.865
O -0.922 2.470 -0.622
H 1.450 -2.880 -0.592
H 0.439 -2.351 -1.622
O 0.935 -2.104 -0.829
*
```

Computed properties:
LUMO (hartree): -0.1828
ΔE to the lowest compared entry with this formula, charge and spin (eV): 0.6198
Gap between HOMO and LUMO (eV): 11.324
Maximum force (eV Å⁻¹): 3.213
HOMO level (eV): -16.30

Atom charges from the Mulliken analysis, given in e for atoms 1 to 5:
1 C -0.14
2 N -0.08
3 H 0.27
4 H 0.29
5 H 0.32


- Which value of maximum force does entry 3 give?
  2.447 eV Å⁻¹


- Number 3 is which compound?
  C2Br2F2O


- Which value of gap between HOMO and LUMO does entry 2 give?
  8.439 eV


What did the third record say?
C2Br2F2O | wB97M-V/def2-TZVPD

Geometry as ORCA input:
```
! RIJCOSX wB97M-V def2-TZVPD def2/J DEFGRID3
* xyz 0 1
C 2.457 0.314 1.159
C -1.168 -0.055 -0.381
O 3.173 0.335 0.267
F -0.884 0.974 -1.138
F -1.834 -0.891 -1.155
Br -2.216 0.393 1.072
Br 0.471 -1.069 0.175
*
```

Computed properties:
LUMO (hartree): -0.0040
ΔE to the lowest compared entry with this formula, charge and spin (eV): 0.6810
Gap between HOMO and LUMO (eV): 10.569
Maximum force (eV Å⁻¹): 2.447
HOMO level (eV): -10.68

Atom charges from the Mulliken analysis, given in e for atoms 1 to 5:
1 C 0.13
2 C 0.39
3 O -0.17
4 F -0.13
5 F -0.14